1.
46
Properties=species:S:1:pos:R:3:forces:R:3:lowdin_charge:R:1 method="wB97M-V/def2-TZVPD" e_above_lowest_ev=2.220 lumo_energy_ev=0.64 charge=0 molar_mass_g_mol=305.42 orbital_gap_ha=0.2867
C 3.10055 -0.13855 0.01300 1.0 0.1 0.1 -0.0859
C 4.23756 0.44759 0.43207 -1.0 -0.1 -0.1 -0.0664
C 5.58822 -0.02851 0.22957 0.7 -0.2 -0.1 -0.2316
C 5.89002 -1.21242 -0.45135 -0.1 0.1 0.1 -0.0368
C 7.19821 -1.61954 -0.61795 0.0 -0.1 0.0 -0.0896
C 8.24161 -0.86025 -0.11193 0.1 0.0 0.0 -0.0986
C 7.96213 0.31509 0.56600 0.2 0.0 0.0 -0.0924
C 6.65461 0.72416 0.73407 -0.3 -0.1 -0.1 -0.0480
C 1.80369 0.41070 0.24848 -0.8 0.6 0.3 -0.1773
N 0.77580 -0.20993 -0.20718 0.6 -0.4 -0.2 0.0624
N -0.46703 0.17856 -0.00863 -0.4 0.3 0.3 -0.1850
C -1.46495 -0.45171 -0.84515 -0.3 -0.1 -0.2 -0.1288
C -2.20646 0.62967 -1.63324 0.3 -0.1 -0.1 -0.1569
N -2.90968 1.56122 -0.76195 0.0 0.1 0.1 -0.1553
C -4.36330 1.45788 -0.76702 0.1 0.1 0.0 -0.1500
C -4.91175 0.18285 -0.17169 0.0 0.1 0.0 -0.2203
C -5.19956 0.10730 1.18716 -0.1 0.0 -0.1 -0.0592
C -5.62864 -1.07936 1.75581 0.0 0.0 0.1 -0.0810
C -5.78351 -2.20905 0.97126 0.0 -0.1 0.0 -0.0916
C -5.52126 -2.14070 -0.38633 0.0 -0.1 -0.1 -0.0824
C -5.08937 -0.95405 -0.95191 0.0 0.0 0.0 -0.0540
C -2.34425 1.60807 0.57639 0.0 0.1 0.1 -0.1814
C -0.82963 1.47615 0.53470 0.2 0.0 0.1 -0.1448
H 3.11156 -1.06659 -0.53839 0.0 -0.1 -0.1 0.1012
H 4.15811 1.37952 0.98103 -0.1 0.1 0.0 0.1058
H 5.09229 -1.81821 -0.85263 -0.1 -0.1 0.0 0.1014
H 7.40977 -2.53781 -1.14743 0.0 -0.1 0.0 0.1010
H 9.26391 -1.18254 -0.24500 0.1 0.0 0.0 0.0977
H 8.76893 0.91392 0.96433 0.0 0.0 0.0 0.1002
H 6.44529 1.64322 1.26424 0.0 0.1 0.0 0.1066
H 1.75039 1.34544 0.81104 -0.1 0.0 0.0 0.1069
H -2.17416 -1.01813 -0.22846 0.0 0.0 -0.1 0.1173
H -0.95112 -1.14501 -1.51166 0.0 0.1 0.1 0.1218
H -1.47077 1.19922 -2.21697 0.0 -0.2 -0.1 0.1231
H -2.90373 0.17216 -2.33407 0.0 0.0 0.0 0.1069
H -4.68875 1.55970 -1.80551 -0.1 0.0 0.1 0.1243
H -4.74095 2.31805 -0.20565 -0.1 0.0 -0.1 0.1229
H -5.10254 0.99098 1.80264 0.0 0.1 0.0 0.1116
H -5.84576 -1.12055 2.81330 0.0 0.0 0.1 0.1025
H -6.11735 -3.13585 1.41374 0.0 -0.1 0.0 0.1008
H -5.65549 -3.01385 -1.00799 0.0 -0.1 0.0 0.1025
H -4.90163 -0.91106 -2.01552 0.0 0.0 -0.1 0.1071
H -2.61139 2.57368 1.01925 0.1 -0.1 0.1 0.1279
H -2.74176 0.81392 1.22921 0.1 0.1 0.0 0.1132
H -0.43013 1.56108 1.55141 0.0 0.1 -0.1 0.1222
H -0.39771 2.28356 -0.07507 0.0 0.0 0.1 0.1300

2.
216
Properties=species:S:1:pos:R:3:forces:R:3:lowdin_charge:R:1 method="wB97M-V/def2-TZVPD" e_above_lowest_ev=9.097 smiles=COCCNCCOC.COCCNCCOC.COCCNCCOC.COCCNCCOC.COCCNCCOC.COCCNCCOC.COCCNCCOC.COCCNCCOC.COCCNCCOC lumo_energy_ev=0.33 charge=0 molar_mass_g_mol=1198.72 orbital_gap_ha=0.3065
C 10.88473 -1.67998 -1.52323 0.8 -0.5 -0.3 -0.0988
O 11.89540 -2.06265 -0.54571 -2.8 0.8 -0.7 -0.1749
C 11.61929 -1.33265 0.64864 2.4 -0.1 0.6 -0.2447
C 11.84067 0.16444 0.48933 -0.2 -0.2 -0.4 -0.2369
N 12.12862 0.76867 1.80192 -0.4 0.3 -1.0 -0.0564
C 12.22190 2.24613 1.74288 -0.5 0.1 0.2 -0.1954
C 10.81982 2.82718 2.10653 1.0 1.1 -0.1 -0.1873
O 10.68403 4.27005 2.08557 -0.2 -1.1 -1.3 -0.1923
C 11.48940 5.00388 2.95461 0.2 -0.3 0.7 -0.1281
H 9.87750 -1.60068 -1.11419 0.0 0.0 0.4 0.0865
H 10.83487 -2.42684 -2.31558 0.3 -0.1 0.1 0.0824
H 11.15209 -0.73270 -1.99149 0.0 0.1 0.0 0.0786
H 12.46175 -1.70131 1.23384 -0.2 0.3 0.7 0.1246
H 10.71230 -1.51630 1.22461 -0.5 -0.6 -0.6 0.1220
H 10.97482 0.65080 0.04005 -0.4 0.1 -0.2 0.1055
H 12.61252 0.23474 -0.27708 0.6 0.5 0.5 0.1258
H 11.22486 0.68546 2.24507 -0.1 -0.8 0.8 0.0772
H 12.53354 2.59543 0.75852 0.2 0.0 0.1 0.1211
H 12.93475 2.50517 2.52573 0.1 0.4 -0.3 0.1018
H 10.62852 2.42340 3.10075 -0.4 0.1 0.3 0.1174
H 10.06437 2.46851 1.40743 0.0 0.0 0.0 0.1205
H 11.00823 4.95018 3.93119 0.4 0.1 0.5 0.0878
H 11.57371 6.05548 2.68051 -0.4 -0.1 -0.4 0.0877
H 12.51466 4.63468 2.97977 0.1 -0.1 0.2 0.0762
C -16.98521 1.07451 -3.11889 0.0 -0.2 -0.2 -0.0926
O -16.15429 0.15753 -3.84632 -0.9 0.1 2.4 -0.1984
C -16.67099 -0.21208 -5.08130 0.4 1.1 -0.7 -0.2429
C -16.34623 0.95229 -6.02331 1.0 -1.9 -2.3 -0.1795
N -15.04791 0.74698 -6.72823 0.9 1.9 0.6 -0.0643
C -13.73144 0.92311 -6.01382 -1.1 0.7 -1.3 -0.1714
C -12.60621 0.51771 -7.00638 0.3 -1.0 1.5 -0.2046
O -12.72933 -0.88323 -7.25948 0.6 0.1 -0.1 -0.2025
C -12.16385 -1.67219 -6.21618 -0.6 -0.4 -0.1 -0.1109
H -16.85409 0.95218 -2.04374 0.4 -0.1 -0.1 0.0839
H -18.04589 0.91456 -3.31249 -0.1 -0.3 -0.2 0.0851
H -16.78844 2.11267 -3.38648 0.2 0.1 0.0 0.0771
H -17.73770 -0.41719 -5.17160 -0.4 0.0 0.9 0.1107
H -16.16630 -1.15151 -5.30682 0.2 0.2 -0.6 0.1256
H -16.47577 1.94356 -5.58891 0.5 -0.2 0.3 0.1104
H -17.06806 0.95031 -6.84004 -0.2 0.0 -0.1 0.1041
H -14.99989 -0.04461 -7.35368 -0.3 -0.1 0.3 0.0944
H -13.85686 0.48345 -5.02434 1.0 -0.8 0.0 0.0944
H -13.50504 1.95915 -5.76187 -0.5 0.5 -0.3 0.1044
H -11.58721 0.70644 -6.66857 0.1 -0.1 1.2 0.1089
H -12.48367 1.10829 -7.91429 -1.5 -0.2 -0.4 0.1205
H -12.58883 -2.66621 -6.35558 0.2 -0.1 0.0 0.0876
H -12.43124 -1.34961 -5.20993 -0.4 0.3 0.0 0.0771
H -11.07674 -1.74978 -6.19981 0.2 0.2 -0.6 0.0826
C 9.60801 -2.62675 5.67191 2.8 1.8 0.2 -0.0652
O 11.00352 -2.81005 6.09949 -1.4 1.1 -0.2 -0.2375
C 11.27705 -4.00706 6.75882 0.8 0.1 -1.4 -0.2457
C 12.84153 -4.12805 6.77702 -1.9 -1.3 1.0 -0.1851
N 13.15083 -5.35633 7.57436 2.5 1.5 0.8 -0.0638
C 14.67949 -5.49184 7.72122 -1.7 -1.5 -0.4 -0.1771
C 15.11945 -6.68206 8.61561 0.5 1.4 0.1 -0.2156
O 16.54711 -6.54185 8.74946 1.3 -1.9 -0.5 -0.2136
C 17.36824 -7.42966 7.89006 -0.8 1.2 -0.3 -0.0747
H 9.73125 -1.58397 5.37947 -0.5 0.0 -0.9 0.0769
H 8.88819 -2.47074 6.47542 -0.2 -1.3 0.2 0.0847
H 9.45080 -3.25669 4.79638 -0.8 -0.2 0.4 0.0894
H 10.85152 -4.75426 6.08897 0.0 -0.9 0.4 0.1102
H 10.76648 -3.98897 7.72167 0.5 -0.5 0.3 0.1216
H 13.18026 -3.19128 7.21957 0.4 -0.4 0.5 0.1156
H 13.26016 -4.17335 5.77164 -0.2 0.0 -0.3 0.1114
H 12.81871 -6.19396 7.11811 -0.1 0.1 -0.3 0.0937
H 15.17814 -4.61604 8.13646 -0.5 0.2 0.0 0.1171
H 15.07562 -5.68578 6.72444 0.4 0.2 -0.2 0.1028
H 14.80252 -7.67317 8.29105 0.1 0.0 -0.3 0.1134
H 14.72961 -6.52296 9.62100 -0.1 -0.1 0.0 0.1146
H 17.07681 -8.47995 7.89782 -0.5 0.1 0.1 0.0783
H 18.44681 -7.42533 8.04743 -0.1 0.5 1.2 0.0753
H 17.34689 -7.00689 6.88561 -0.5 -0.3 -0.4 0.0730
C 0.83060 -1.12930 3.69977 -1.3 -0.5 0.5 -0.1182
O 1.83228 -2.10833 3.93911 -0.3 -0.2 -0.7 -0.1799
C 1.31252 -3.41894 4.28735 -0.6 1.1 0.3 -0.2158
C 2.30277 -4.47124 3.95382 2.1 -0.7 0.2 -0.2186
N 2.75388 -4.58440 2.55703 -0.4 -0.4 0.5 -0.0422
C 1.80304 -5.31746 1.76678 -1.7 -0.2 -0.8 -0.2441
C 1.97185 -5.09472 0.27900 0.4 0.8 1.4 -0.2662
O 0.88420 -5.67528 -0.36204 0.0 0.4 -1.3 -0.1662
C 0.95121 -5.47412 -1.77887 -0.5 -1.6 -0.1 -0.0962
H 0.14491 -1.35933 2.88428 0.3 -0.5 -0.6 0.0753
H 1.14450 -0.09989 3.52687 0.9 -0.4 0.1 0.0854
H 0.13129 -1.10175 4.53543 0.1 0.2 0.5 0.0789
H 0.34590 -3.67195 3.85178 -0.2 0.5 -0.6 0.1150
H 1.10380 -3.41228 5.35716 0.2 -0.1 0.3 0.1232
H 1.98356 -5.45038 4.31087 -0.4 0.0 -0.1 0.1253
H 3.22504 -4.30467 4.51039 0.0 0.3 0.3 0.1142
H 2.74750 -3.63548 2.21116 0.3 0.3 -0.2 0.0954
H 0.78640 -4.98440 1.97556 -0.5 0.3 0.0 0.1093
H 1.66416 -6.38967 1.90520 1.0 -0.3 0.6 0.1265
H 2.95969 -5.44238 -0.02329 0.0 -0.4 -0.5 0.1277
H 1.97457 -4.00892 0.18350 0.0 0.4 -0.6 0.1206
H 0.72861 -4.49202 -2.19604 0.3 0.4 0.7 0.0832
H 0.20440 -6.13231 -2.22289 -0.2 0.0 0.2 0.0827
H 1.88582 -5.89081 -2.15432 0.4 0.5 -0.1 0.0850
C 1.51470 5.32112 7.30295 0.1 1.5 -1.5 -0.0743
O 2.41137 6.05827 6.40912 -0.6 -0.7 1.2 -0.2363
C 3.32692 5.24678 5.68952 -0.4 1.0 -1.3 -0.2186
C 3.62485 5.97789 4.33293 -0.4 -1.6 -0.3 -0.1715
N 2.58974 5.66517 3.30163 -0.2 0.8 1.9 -0.0517
C 1.42175 6.50808 3.49683 -0.9 0.4 -1.1 -0.2206
C 0.34163 6.03498 2.52751 0.3 -1.3 1.3 -0.2599
O 0.61765 6.48241 1.24956 0.6 0.4 -0.6 -0.1937
C -0.42307 6.45294 0.29603 0.3 1.3 0.2 -0.0933
H 2.00709 4.65797 8.01419 0.1 0.0 -0.1 0.0855
H 0.77291 4.83268 6.67106 0.2 -0.7 0.0 0.0794
H 0.93092 6.10452 7.78627 0.3 -0.1 0.5 0.0820
H 2.86184 4.28844 5.45849 0.2 -0.3 0.1 0.1151
H 4.25808 5.16228 6.24980 0.1 -0.3 0.1 0.1127
H 4.55399 5.56293 3.94230 0.3 0.3 0.1 0.1087
H 3.70669 7.03409 4.58953 0.2 0.2 -0.3 0.1120
H 2.82502 5.70556 2.32024 0.8 0.2 0.2 0.1054
H 1.52344 7.55486 3.21045 0.8 0.5 -0.1 0.1178
H 1.09446 6.58531 4.53367 0.0 -0.7 -0.1 0.1111
H -0.64136 6.32416 2.89927 -0.3 0.0 -0.2 0.1191
H 0.48371 4.95438 2.51295 -0.8 -0.5 0.3 0.1186
H -0.36765 5.67843 -0.46892 0.2 -0.4 0.3 0.0821
H -0.25415 7.42054 -0.17654 -0.6 -0.1 -0.6 0.0871
H -1.39815 6.46500 0.78303 -0.1 -0.1 0.0 0.0832
C 3.47359 8.03468 -9.39820 -0.7 0.9 1.8 -0.1542
O 3.88346 8.20318 -10.68615 0.7 0.3 -1.9 -0.1807
C 3.61210 9.42912 -11.35368 1.2 0.4 -0.7 -0.1927
C 4.21312 9.33155 -12.78823 0.2 -0.6 0.8 -0.1896
N 5.65268 9.00972 -12.72938 -0.4 -0.5 -1.2 -0.0426
C 6.18509 8.67006 -14.06425 1.7 0.5 -0.2 -0.2305
C 5.85504 7.30445 -14.66267 -0.7 0.6 1.5 -0.1997
O 6.05397 6.28520 -13.66177 -0.9 0.2 -0.3 -0.1953
C 7.39671 5.92628 -13.46397 0.3 -0.4 -1.2 -0.1195
H 3.52772 8.89797 -8.73495 0.3 1.0 -0.4 0.0794
H 4.14857 7.38904 -8.83639 -0.4 -0.9 -0.5 0.0930
H 2.40431 7.82603 -9.36353 -0.1 -0.9 0.2 0.0891
H 4.13480 10.24977 -10.86233 0.2 0.1 0.4 0.1162
H 2.56554 9.73272 -11.37870 -0.3 -0.5 0.0 0.1169
H 4.16765 10.26468 -13.34975 -0.5 0.2 0.3 0.1166
H 3.65249 8.57477 -13.33695 -0.2 -0.1 -0.1 0.1062
H 5.77497 8.11467 -12.27768 -0.3 -0.1 0.8 0.0851
H 7.26965 8.69356 -13.95811 0.3 0.0 0.2 0.1015
H 6.03636 9.43083 -14.83055 -0.6 0.3 0.1 0.1154
H 6.41684 7.14030 -15.58219 0.2 -0.2 0.0 0.1178
H 4.79623 7.38120 -14.90992 -0.1 -0.9 0.0 0.1099
H 7.80367 5.82332 -14.46989 0.8 0.3 -0.1 0.0830
H 7.51070 4.91038 -13.08575 -0.6 0.1 0.5 0.0870
H 7.97708 6.62045 -12.85620 0.0 0.1 0.0 0.0879
C -4.98824 -9.83744 6.48817 -0.1 0.7 -0.7 -0.0911
O -4.15463 -8.71879 6.14569 0.5 -1.4 -0.1 -0.1844
C -4.65743 -7.44534 6.35501 -0.4 0.4 0.4 -0.2398
C -5.71801 -6.91826 5.36608 1.0 -1.4 0.7 -0.1904
N -6.98340 -7.62169 5.50403 0.8 0.1 0.3 -0.0659
C -7.97369 -6.81325 4.90289 -2.6 -0.2 -1.0 -0.2569
C -9.37342 -7.08029 5.45013 1.5 0.5 1.6 -0.1957
O -9.26641 -6.81238 6.85288 0.2 -1.1 1.0 -0.2154
C -10.32157 -7.38536 7.61672 -0.6 0.6 -0.7 -0.1124
H -4.38515 -10.74010 6.39025 -0.1 0.2 -0.2 0.0861
H -5.84365 -9.81686 5.81293 0.0 -0.5 -0.1 0.0712
H -5.39239 -9.82243 7.50037 0.2 0.4 0.4 0.0808
H -3.78947 -6.79368 6.45537 0.0 0.2 -0.7 0.1199
H -5.05245 -7.40614 7.37016 -0.7 0.1 0.3 0.1160
H -5.43742 -7.10086 4.32876 0.6 0.4 0.0 0.1257
H -5.81071 -5.85025 5.56320 -0.1 0.3 -0.1 0.1104
H -7.17921 -7.89957 6.45511 -0.2 0.5 0.2 0.1073
H -8.09488 -7.10680 3.86018 0.3 0.2 -0.5 0.1200
H -7.81526 -5.73482 4.90155 0.4 0.2 0.3 0.1154
H -9.54734 -8.14753 5.31277 -0.8 0.0 -0.3 0.1260
H -10.09047 -6.33634 5.10302 -0.3 -0.6 -0.8 0.1278
H -10.44344 -8.46650 7.68288 0.9 -0.5 -0.4 0.0794
H -11.21681 -7.08374 7.07298 -0.7 0.3 0.7 0.0790
H -10.27852 -7.04961 8.65283 0.0 0.5 -0.3 0.0869
C 3.55443 0.50688 -1.42183 -0.1 -1.1 -0.4 -0.1047
O 2.34279 0.17961 -2.09399 0.4 0.6 0.4 -0.2100
C 1.79188 1.34481 -2.68006 -1.4 -0.6 -0.6 -0.2350
C 0.62752 0.91062 -3.60423 -0.7 0.3 0.6 -0.1946
N -0.70567 0.78501 -2.94906 1.3 -0.5 1.6 -0.0453
C -0.70184 -0.24859 -1.81942 -0.1 1.1 -1.5 -0.1861
C -2.03329 -0.30059 -1.14056 -0.7 1.0 -0.8 -0.2293
O -2.96544 -0.67856 -2.16521 0.3 -0.6 0.8 -0.1994
C -4.27114 -1.05777 -1.77577 0.0 0.4 -0.4 -0.1065
H 3.93709 -0.40992 -0.97334 0.0 -0.1 -0.1 0.0841
H 3.44949 1.21235 -0.59757 -0.2 0.4 -0.2 0.0876
H 4.25516 0.81935 -2.19608 0.3 0.4 0.3 0.0863
H 2.49860 1.89556 -3.30080 0.5 -0.1 0.0 0.1133
H 1.43928 2.02801 -1.90740 -0.2 0.1 0.2 0.1214
H 0.91883 -0.02111 -4.08912 0.2 -0.2 -0.1 0.1115
H 0.49623 1.66696 -4.37806 0.1 0.0 -0.1 0.1079
H -1.38659 0.53312 -3.65120 -0.1 -0.2 0.1 0.0895
H 0.05693 0.00611 -1.07948 0.1 0.1 -0.3 0.1103
H -0.50449 -1.23721 -2.23389 0.3 -0.2 0.1 0.1160
H -2.33203 0.69393 -0.80921 0.1 0.3 0.2 0.1206
H -1.96010 -0.91031 -0.24001 -0.5 -0.7 -0.2 0.1176
H -4.60513 -1.69663 -2.59333 -0.2 -0.4 0.4 0.0871
H -4.98010 -0.23031 -1.74771 0.1 0.5 -0.1 0.0738
H -4.33456 -1.49814 -0.78071 0.3 -0.5 -0.1 0.0843
C -12.24743 -1.81763 -0.45785 -1.2 -0.4 0.1 -0.1228
O -11.35972 -1.25692 0.44410 1.3 -0.1 0.7 -0.1782
C -11.90251 -0.63153 1.58264 -0.8 0.4 0.6 -0.2220
C -12.26474 0.80023 1.24537 0.5 -0.4 0.1 -0.2275
N -11.02154 1.51918 1.05757 0.1 0.9 -0.3 -0.0592
C -11.28460 2.74459 0.31639 1.3 0.6 -0.5 -0.2004
C -10.01833 3.37601 -0.30920 1.2 0.2 -0.6 -0.1923
O -9.53802 2.66816 -1.46494 -0.9 -1.5 -0.2 -0.2028
C -8.37131 3.08263 -2.12740 0.8 0.7 1.1 -0.1268
H -12.94858 -1.09476 -0.87490 0.2 0.3 -0.5 0.0801
H -12.91997 -2.52507 0.02725 0.0 -0.4 0.3 0.0830
H -11.71187 -2.37247 -1.22820 0.1 0.4 0.0 0.0931
H -11.20299 -0.58379 2.41720 0.7 -0.3 -0.4 0.1232
H -12.73928 -1.17097 2.02641 -0.4 -0.3 -0.4 0.1181
H -12.84511 1.31362 2.01199 -0.1 -0.2 0.2 0.1239
H -12.87646 0.79425 0.34323 -0.2 0.1 -0.3 0.1008
H -10.35590 0.98421 0.51829 -0.1 -0.4 -0.1 0.1068
H -11.66251 3.50717 0.99739 -0.3 0.0 0.0 0.1171
H -12.02274 2.54379 -0.46009 -0.2 0.3 -0.3 0.1119
H -9.20151 3.45665 0.40802 0.1 -0.5 0.5 0.1165
H -10.10275 4.42252 -0.60209 -0.9 0.2 -0.1 0.1120
H -7.47785 2.98953 -1.51003 0.0 0.4 0.9 0.0765
H -8.46710 4.12741 -2.42296 0.1 0.1 -0.4 0.0847
H -7.98742 2.45559 -2.93211 -1.4 -0.2 -0.5 0.0842